ORCA calculation (ωB97M-V/def2-TZVPD) on 13 unconnected molecules or ions with the total composition C24H73BBrClN4O17P at a distorted geometry.

Each line ends with the Mulliken charge.
Element x y z (Å)
C: 3.78666 2.21261 2.52802  -1.627
C: 2.79864 2.68784 1.44600  -0.262
C: 2.67799 1.60668 0.33852  -0.177
C: 3.87079 1.66101 -0.65611  -1.728
N: 1.40172 1.69102 -0.38930  1.273
C: 1.16415 3.01364 -1.00474  -1.022
C: 1.11600 2.95399 -2.55421  -0.042
C: 0.15027 3.96683 -3.20637  -0.460
O: 0.81636 4.87235 -4.07232  -0.619
C: 0.57827 0.67422 -0.54106  -2.043
N: -0.68219 0.89238 -1.02000  1.913
C: -1.56552 1.77476 -0.20232  -0.684
C: -2.36551 2.79996 -1.02025  -0.768
C: -2.39898 4.21821 -0.40104  -1.390
O: -3.65282 4.53625 0.18432  -0.607
C: -1.39531 -0.29904 -1.52263  -0.434
P: -1.08029 -0.16361 -3.35923  0.165
N: 0.42412 -0.02392 -3.81865  -0.860
C: -1.15321 -1.66778 -0.78176  2.481
Cl: -0.52471 -2.79704 -2.08687  -0.254
C: -2.58867 -2.23181 -0.50937  -0.901
C: -2.70837 -3.71645 -0.12946  -1.848
C: -3.55370 -1.33466 0.32508  0.585
C: -4.66378 -2.05917 1.10547  -2.098
C: -0.03841 -1.51266 0.29941  -1.184
B: 0.66796 -2.89615 0.84603  1.267
C: 1.89482 -2.87513 1.86104  -0.668
O: 0.30064 -4.12817 0.38694  -0.627
C: -0.57389 -0.84845 1.61637  -0.942
Br: -1.40812 -2.23463 2.73992  -0.007
C: 0.48725 -0.05420 2.41984  1.171
C: 0.45098 -0.10569 3.94708  -1.646
N: 0.99413 -0.60060 -0.25466  1.574
C: 2.27537 -1.06673 -0.80394  1.272
C: 2.48968 -2.32061 -1.65912  -1.017
O: 2.95469 -3.30028 -1.13010  -0.557
O: 2.28721 -2.31892 -2.98784  -0.533
H: 4.40477 1.40779 2.12348  0.432
H: 4.47635 3.01651 2.77740  0.468
H: 3.29387 1.86646 3.43391  0.209
H: 3.18536 3.60116 0.99369  0.475
H: 1.80801 2.91287 1.85056  0.594
H: 2.79050 0.67318 0.87890  -0.164
H: 4.69740 1.06395 -0.28436  0.433
H: 4.16215 2.69915 -0.81143  0.420
H: 3.51345 1.24074 -1.58846  0.490
H: 0.30185 3.51957 -0.57807  0.292
H: 2.02409 3.63391 -0.77665  0.522
H: 0.89356 1.95201 -2.91499  -0.071
H: 2.11283 3.20058 -2.92535  0.766
H: -0.56913 3.40307 -3.81367  0.328
H: -0.40741 4.55232 -2.47879  0.050
H: 1.34228 4.36324 -4.69562  0.351
H: -0.95754 2.25384 0.56922  0.693
H: -2.27265 1.17156 0.36755  0.317
H: -3.40974 2.47460 -1.02697  0.638
H: -2.06673 2.82489 -2.06587  0.194
H: -2.27103 4.93823 -1.20841  0.488
H: -1.56693 4.35468 0.29884  0.455
H: -3.97645 3.77190 0.67175  0.367
H: -2.46369 -0.08728 -1.47828  0.407
H: -1.75976 1.05024 -3.61821  0.046
H: -1.86072 -1.10529 -4.04967  0.096
H: 1.01698 -0.16670 -3.00886  0.014
H: -3.02565 -2.21138 -1.51384  0.749
H: -1.99831 -4.33991 -0.66261  0.255
H: -3.67826 -4.07182 -0.46688  0.743
H: -2.57083 -3.90624 0.93002  0.060
H: -4.09814 -0.68502 -0.37163  0.442
H: -3.07729 -0.66355 1.03814  -0.349
H: -5.24129 -1.28399 1.61194  0.426
H: -5.30182 -2.64669 0.45522  0.526
H: -4.24475 -2.67038 1.90239  0.479
H: 1.52000 -2.78595 2.88312  0.218
H: 2.60314 -2.05755 1.71968  0.084
H: 2.45784 -3.80694 1.81488  0.543
H: 1.07358 -4.64215 0.12495  0.311
H: -1.36060 -0.13200 1.41930  0.008
H: 1.50098 -0.28954 2.11320  -0.663
H: 0.33762 1.00201 2.17376  -0.451
H: 0.82689 -1.03465 4.36725  0.186
H: 1.13554 0.67801 4.28988  0.480
H: -0.51217 0.16705 4.36558  0.480
H: 3.00150 -1.17533 0.00161  0.322
H: 2.69018 -0.25032 -1.39846  -0.344
H: 2.57277 -1.47885 -3.38648  0.457
O: -7.57846 -1.48813 0.06989  -0.608
H: -7.80176 -1.65467 0.99114  0.314
H: -8.42106 -1.54075 -0.39266  0.298
O: 4.48732 -0.28259 -3.12330  -0.550
H: 5.04243 -0.96400 -2.72212  0.275
H: 5.10122 0.23460 -3.65533  0.269
O: 5.55212 -3.82519 -2.52585  -0.663
H: 4.59712 -3.85098 -2.39288  0.312
H: 5.88094 -4.57520 -2.01835  0.342
O: -3.28903 -3.43018 -4.74996  -0.586
H: -3.42684 -4.29278 -5.15358  0.297
H: -2.38995 -3.46720 -4.40904  0.287
O: -4.13060 4.65204 -2.84991  -0.593
H: -4.32258 4.51622 -1.91198  0.341
H: -4.99188 4.59563 -3.27536  0.300
O: 4.12185 5.39405 1.61736  -0.580
H: 3.63227 6.22623 1.61763  0.279
H: 4.96429 5.61907 1.20757  0.243
O: 4.94273 -6.69288 -3.35656  -0.638
H: 4.39500 -5.90407 -3.34000  0.308
H: 5.76326 -6.39696 -3.76297  0.327
O: -3.28247 -6.52131 -1.33801  -0.594
H: -3.42603 -7.37895 -1.75096  0.296
H: -2.37232 -6.54938 -1.02719  0.296
O: 2.39489 5.12866 4.06707  -0.653
H: 2.81985 4.96855 3.21603  0.380
H: 2.07065 4.27362 4.36609  0.335
O: -1.71362 1.15828 6.10077  -0.604
H: -1.78426 1.05010 7.05560  0.311
H: -2.59794 0.94892 5.78277  0.260
O: 1.22016 2.49904 6.80128  -0.611
H: 1.18886 2.42913 7.75988  0.284
H: 0.33506 2.26545 6.50436  0.345
O: -4.03170 -4.53712 3.55816  -0.594
H: -4.09960 -5.40422 3.14447  0.309
H: -3.13680 -4.51104 3.91055  0.297

The largest force on an atom comes out at 2.10 eV/Å. For the orbital gap, the calculation gives 8.94 eV. The value obtained for the LUMO energy is -2.42 eV. The electronic energy comes out at -159363.9274 eV. The value obtained for the HOMO energy is -11.4 eV. The total charge is +1.

---

ORCA calculation (ωB97M-V/def2-TZVPD) on 11 unconnected molecules or ions with the total composition C24H74N4O11 at a distorted geometry.

Each line ends with the Mulliken charge.
Element x y z (Å)
C: -3.20882 -10.16211 18.27980  -0.566
O: -2.03259 -9.55802 17.79140  -0.051
C: -2.09724 -9.29599 16.40714  -0.799
C: -0.80674 -8.62452 15.91690  0.481
C: -0.48382 -7.37536 16.74163  -1.488
N: -0.80907 -8.27885 14.47413  -0.412
H: -3.77004 -9.39269 18.82422  0.239
H: -3.08954 -11.02334 18.93179  0.157
H: -3.91990 -10.39102 17.47662  0.163
H: -2.21115 -10.24437 15.85988  0.305
H: -2.99203 -8.69602 16.18598  0.406
H: -0.03110 -9.38298 16.05438  0.107
H: -1.15746 -6.57294 16.43344  0.480
H: 0.54391 -7.08831 16.51227  0.208
H: -0.58977 -7.55514 17.81022  0.394
H: -1.46907 -7.50450 14.37537  0.163
H: -1.36559 -9.07056 14.13824  0.107
C: -3.73532 -11.57684 22.97188  -0.623
O: -3.15020 -10.54745 23.74286  -0.373
C: -1.74674 -10.44063 23.55678  0.312
C: -1.21619 -9.29285 24.38024  0.395
C: -1.99696 -8.00520 24.24003  -1.234
N: 0.18655 -9.09873 23.97471  -0.678
H: -3.27520 -11.58580 21.97749  0.166
H: -4.80708 -11.41622 22.90335  0.225
H: -3.52598 -12.53298 23.46239  0.338
H: -1.29430 -11.40973 23.79080  0.463
H: -1.56649 -10.23400 22.48879  -0.653
H: -1.26366 -9.67071 25.40860  0.216
H: -1.68012 -7.18395 24.88354  0.431
H: -3.02585 -8.16312 24.59671  0.317
H: -2.12844 -7.68854 23.20528  0.222
H: 0.49435 -8.17536 24.24815  0.296
H: 0.24135 -9.14179 22.95893  0.167
C: -8.75730 -9.31821 20.71657  -0.782
O: -7.61808 -8.63291 20.22121  -0.317
C: -6.57658 -8.57596 21.14746  -0.625
C: -5.49000 -7.62853 20.62270  0.645
C: -4.29667 -7.55191 21.57119  -1.243
N: -6.02230 -6.31132 20.30078  -0.693
H: -8.46961 -10.34125 20.96975  0.297
H: -9.48531 -9.32945 19.90638  0.260
H: -9.20920 -8.77317 21.54938  0.317
H: -6.89281 -8.20570 22.13660  0.375
H: -6.11755 -9.54984 21.38294  0.243
H: -5.14134 -8.09871 19.70052  -0.197
H: -4.55425 -7.32482 22.60725  0.434
H: -3.50674 -6.87328 21.25873  0.457
H: -3.87826 -8.56439 21.58460  0.135
H: -6.45031 -5.87580 21.10996  0.269
H: -6.74713 -6.40279 19.59976  0.319
C: -1.09901 -10.20274 11.37756  -0.351
O: 0.04703 -10.14655 10.53142  -0.357
C: -0.11593 -9.29648 9.43301  -0.288
C: 0.88806 -9.68153 8.34411  0.578
C: 2.30486 -9.52787 8.81332  -1.355
N: 0.66016 -8.88880 7.15250  -0.626
H: -1.96347 -10.40680 10.74417  0.395
H: -1.22825 -9.38830 12.08625  0.108
H: -0.89812 -11.10081 11.96612  0.059
H: -1.13663 -9.36180 9.03568  0.391
H: 0.11060 -8.24551 9.66494  -0.094
H: 0.73475 -10.75173 8.13235  0.154
H: 2.53502 -10.21126 9.63433  0.304
H: 2.46932 -8.51503 9.19646  0.280
H: 3.07549 -9.72820 8.06655  0.395
H: -0.30120 -8.74182 6.88331  0.184
H: 1.18715 -9.10520 6.32297  0.223
C: 1.50703 -12.71198 15.07638  -1.282
C: -0.00038 -12.53257 14.97550  0.468
O: -0.59533 -13.14694 16.10640  -0.556
H: 2.01016 -11.89716 14.55037  0.342
H: 1.84555 -13.61702 14.57299  0.343
H: 1.82468 -12.71657 16.11644  0.313
H: -0.40328 -13.00135 14.07037  0.389
H: -0.28642 -11.47958 14.87003  -0.247
H: -1.48772 -13.45510 15.93968  0.273
C: -0.20785 -11.61764 20.23046  -1.347
C: -0.17356 -10.11476 19.94299  0.763
O: 0.90921 -9.56468 20.68767  -0.480
H: -1.19240 -12.06994 20.07534  0.261
H: -0.02851 -11.78207 21.29714  0.434
H: 0.56314 -12.15220 19.67939  0.286
H: -1.14013 -9.68623 20.21302  -0.203
H: 0.01311 -10.00439 18.87868  0.130
H: 1.52975 -9.17906 20.04001  0.372
C: 2.83312 -5.20504 17.63458  -0.756
C: 4.04700 -5.60984 16.84862  -0.190
O: 3.71075 -6.80910 16.12365  -0.476
H: 2.96766 -4.22983 18.09965  0.380
H: 2.51596 -5.94994 18.36087  0.119
H: 2.00415 -5.17103 16.92166  0.175
H: 4.89276 -5.82486 17.50702  0.212
H: 4.34260 -4.84236 16.13223  0.364
H: 4.00931 -6.74878 15.21452  0.263
C: -0.87950 -4.15824 10.64768  -1.310
C: -0.72463 -5.64935 10.98729  -0.051
O: -1.83242 -6.11663 11.76816  -0.552
H: -1.04669 -3.55562 11.54150  0.326
H: -1.65219 -3.93744 9.91167  0.384
H: 0.07914 -3.84574 10.22453  0.391
H: 0.26138 -5.83218 11.40406  0.341
H: -0.77772 -6.16277 10.02176  0.210
H: -2.56458 -5.54114 11.52898  0.284
O: -4.64950 -10.80979 14.22491  -0.620
H: -5.57040 -11.08080 14.14785  0.288
H: -4.51194 -10.67503 15.16898  0.314
O: -1.36154 -4.63959 14.17055  -0.619
H: -2.09324 -4.76442 13.56388  0.334
H: -0.80122 -5.40791 14.01739  0.291
O: 2.66348 -8.50644 18.87951  -0.653
H: 2.17565 -7.91893 18.28900  0.230
H: 3.43663 -8.77383 18.36994  0.293

The largest force on an atom comes out at 2.10 eV/Å. For the orbital gap, the calculation gives 8.86 eV. The value obtained for the LUMO energy is 0.25 eV. The electronic energy comes out at -54567.1025 eV. The value obtained for the HOMO energy is -8.6 eV. Its SMILES is COC[C@H](C)N.COC[C@H](C)N.COC[C@H](C)N.COC[C@H](C)N.CCO.CCO.CCO.CCO.O.O.O. For the relative energy (zero: lowest compared OMol25 entry of this formula, charge and spin), the calculation gives 1.6481 eV. The total charge is 0.